Entry 1:
An isolated molecule of C7H12Si2 at a distorted geometry, computed with ωB97M-V/def2-TZVPD.

**Relative energy (zero: lowest compared OMol25 entry of this formula, charge and spin)**: 2.1 kJ/mol
**SMILES string**: C[Si@@H]([SiH3])c1ccccc1
**HOMO-LUMO gap**: 9.596 eV
**Charge**: 0

Each line ends with the natural charge from an NBO analysis.
Atoms and positions in Å:
Si -1.1983 0.5232 0.5115  1.0338
Si -3.0762 -1.1917 0.7275  0.2829
C -1.7347 1.6892 -0.8881  -1.1030
C 2.8413 -0.3057 1.0093  -0.2093
C 1.0651 -0.2242 -1.0592  -0.1876
C 3.3081 -0.4277 -0.3004  -0.2014
C 1.4679 -0.1048 1.3104  -0.1797
C 2.3975 -0.4445 -1.3466  -0.2078
C 0.5602 0.0316 0.2369  -0.4989
H 3.5542 -0.2229 1.8088  0.2117
H 1.2365 0.2298 2.2880  0.2152
H -0.9070 1.7617 -1.6790  0.2510
H -2.6661 1.1847 -1.4697  0.2572
H -1.8352 2.6458 -0.4945  0.2438
H -3.3617 -1.8997 -0.5549  -0.1491
H 2.6587 -0.6503 -2.3375  0.2141
H 0.2744 -0.2115 -1.8514  0.2042
H -1.1878 0.9458 2.0163  -0.1528
H 4.3769 -0.6698 -0.5131  0.2187
H -4.4213 -0.3571 0.7813  -0.1338
H -3.3525 -2.3019 1.8043  -0.1090

Entry 2:
An isolated molecule of C21H26N4O2S at a distorted geometry, computed with ωB97M-V/def2-TZVPD.

**Relative energy (zero: lowest compared OMol25 entry of this formula, charge and spin)**: 35.2 kJ/mol
**SMILES string**: Cc1ccc(S(=O)(=O)Nc2ccc3c(c2)nc(CCN2CCCC2)n3C)cc1
**HOMO-LUMO gap**: 8.438 eV
**Charge**: 0

Each line ends with the natural charge from an NBO analysis.
Atoms and positions in Å:
S -1.1750 -3.5981 3.1134  2.3088
O -1.8078 -3.6485 4.3975  -0.9372
O -1.2290 -4.7517 2.2696  -0.9304
N -0.1713 1.3949 -0.4184  -0.5113
N -1.4408 3.3263 -3.2937  -0.4569
N 0.4343 0.0291 -2.0778  -0.3661
N -1.8892 -2.2939 2.3283  -0.8410
C 4.4885 -1.5250 3.5791  -0.6307
C 3.0929 -2.0596 3.4855  0.0082
C -1.0679 -0.3760 1.1050  -0.2611
C 0.3488 1.3178 -1.6145  0.4178
C -0.9096 -2.6066 0.1534  -0.2587
C -0.1072 -0.7686 -1.0954  0.0746
C 2.1270 -1.7100 4.4226  -0.2069
C -0.4822 0.1127 -0.0558  0.1843
C -3.1618 2.8118 -1.6914  -0.4155
C 2.7461 -2.9222 2.4485  -0.2061
C 0.8103 2.5001 -2.3788  -0.4883
C -2.3888 2.2831 -2.9061  -0.2171
C 0.8376 -2.2032 4.3220  -0.2077
C -0.3163 -2.1343 -0.9984  -0.2169
C -0.1015 2.8984 -3.5781  -0.1848
C -1.5957 4.4443 -2.3706  -0.2186
C 0.9344 -0.4361 -3.3389  -0.4043
C -1.2807 -1.7418 1.1930  0.1236
C 0.5193 -3.0565 3.2854  -0.2775
C 1.4614 -3.4226 2.3445  -0.2002
C -2.2146 3.8545 -1.1040  -0.4343
H -1.1094 -3.6578 0.2771  0.2475
H -2.7267 4.6002 -0.4991  0.2071
H 4.7133 -0.9085 2.7097  0.2245
H 4.6178 -0.9226 4.4739  0.2172
H 5.2069 -2.3427 3.6004  0.2236
H 0.3999 3.7227 -4.0965  0.2006
H 1.1779 -4.1010 1.5565  0.2407
H -2.2063 -1.6142 3.0030  0.4095
H -0.0423 -2.8104 -1.7942  0.2158
H -1.8715 1.3543 -2.6511  0.1788
H 1.8120 2.3174 -2.7767  0.2196
H -4.0909 3.2847 -2.0119  0.1993
H 1.6434 0.2817 -3.7486  0.2161
H 0.0770 -1.9523 5.0448  0.2364
H -0.6472 4.9516 -2.1962  0.1931
H -0.1697 2.0601 -4.2763  0.1903
H -1.4515 3.3579 -0.5034  0.2356
H 2.3853 -1.0471 5.2352  0.2144
H -3.3963 2.0158 -0.9876  0.2183
H 0.8662 3.3335 -1.6792  0.2409
H -1.3577 0.2933 1.8998  0.2181
H -3.0567 2.0742 -3.7495  0.1899
H 3.4929 -3.2025 1.7202  0.2131
H 1.4416 -1.3910 -3.1953  0.2144
H -2.2898 5.1630 -2.8247  0.1833
H 0.1202 -0.5785 -4.0561  0.2060

Entry 3:
A structure of composition C39H29F5NO5P2Zr at a distorted geometry, computed with ωB97M-V/def2-TZVPD.

**HOMO-LUMO gap**: 5.778 eV
**Charge**: +3

Each line ends with the Löwdin charge.
Atoms and positions in Å:
Zr -0.3571 -0.0591 -0.1254  1.6909
P 0.6574 -1.9996 -1.7048  1.0303
P 1.4233 -1.5873 1.2723  0.9923
F -2.5647 1.1533 0.1251  0.0234
F -4.9927 3.1278 -3.5341  0.1794
F -2.1581 -0.6151 -4.1668  0.1465
F -4.3155 3.1575 -0.8487  0.1542
F -3.9425 1.2452 -5.1634  0.1832
O 0.0216 1.6752 -1.4984  -0.0450
O -1.2998 0.3338 3.9656  0.2676
O -1.6044 -0.6052 -1.4708  -0.3198
O -0.8588 -0.2574 1.8857  -0.1656
O 0.2144 3.8818 -1.9077  0.2557
N -0.2183 1.9741 1.0038  0.0625
C -0.4259 4.3714 0.8944  0.1044
C -0.6819 2.0120 2.2751  -0.1276
C 2.6721 -2.4754 0.1997  -0.3412
C 1.5601 -0.6706 -2.6022  -0.3427
C -2.9998 1.2481 -1.2098  -0.0873
C 2.9363 1.3119 -2.4084  -0.0680
C 0.0521 2.8676 -1.1265  -0.3754
C -2.2567 -4.2311 -3.4527  -0.0445
C -1.5856 -4.8781 -4.4792  -0.0296
C -0.9645 3.2165 2.9273  0.0884
C -0.2324 -4.6504 -4.6766  -0.0398
C -4.1935 2.2074 -3.0338  -0.1126
C -0.8046 4.4096 2.2375  0.0612
C -0.0726 -5.2098 2.4577  -0.0255
C -3.8660 2.2236 -1.6725  -0.1302
C 2.9121 -1.7763 5.0901  -0.0434
C -1.0149 -2.9863 1.0627  -0.1353
C 1.5706 -0.5319 -3.9882  -0.0436
C 2.2309 0.2787 -1.8110  -0.1718
C 2.0106 -3.0853 -1.0296  -0.3191
C -2.7499 0.2865 -3.3836  -0.1049
C -3.6369 1.2373 -3.8836  -0.1114
C -2.4214 0.2727 -2.0217  -0.2619
C -1.8340 -4.0864 1.2664  -0.0408
C -0.1629 3.1333 0.3168  -0.1185
C 0.4616 -3.7695 -3.8669  -0.0820
C 4.1597 -1.1915 4.9292  -0.0319
C 2.2866 0.5030 -4.5755  -0.0249
C -0.9614 0.6488 2.7513  -0.3477
C -1.5759 -3.3513 -2.6308  -0.1018
C 0.7544 -4.1162 2.2639  -0.0779
C 2.4074 -1.3450 2.7851  -0.3661
C 3.6352 -0.6904 2.6425  -0.1000
C -0.2217 -3.0986 -2.8497  -0.3483
C 0.2883 -2.9937 1.5762  -0.3712
C 2.9692 1.4207 -3.7922  -0.0399
C 4.5097 -0.6251 3.7105  -0.0471
C 2.0233 -1.8408 4.0303  -0.0931
C -1.3668 -5.1927 1.9637  -0.0266
H -1.4068 -2.1018 0.5266  0.0476
H 2.3216 0.5825 -5.6506  0.1262
H 3.9151 -0.2519 1.6918  0.1012
H 1.7611 -4.1288 2.6607  0.1171
H 1.5232 -4.0348 -0.7777  0.1012
H -2.0123 -6.0413 2.1211  0.1253
H 1.5183 -3.6110 -4.0238  0.1136
H 1.0371 -1.2371 -4.6103  0.1106
H 4.8577 -1.1714 5.7516  0.1240
H 0.3056 3.6899 -2.8624  0.1915
H -2.1145 -5.5696 -5.1162  0.1239
H 3.4768 2.0217 -1.7989  0.1209
H 2.6312 -2.2018 6.0402  0.1212
H 3.4703 -1.7895 -0.0912  0.0822
H -1.4226 1.0533 4.6095  0.1719
H -0.3712 5.2705 0.3012  0.1507
H -3.3074 -4.4129 -3.2859  0.1191
H -2.0958 -2.8585 -1.8174  0.0882
H 1.0554 -2.3010 4.1649  0.1081
H 2.7528 -3.2892 -1.8079  0.1071
H -2.8438 -4.0856 0.8869  0.1205
H -1.0324 5.3489 2.7191  0.1483
H 0.2938 -6.0736 2.9913  0.1267
H 3.1275 -3.2602 0.8123  0.1067
H -1.3394 3.2298 3.9392  0.1421
H 5.4685 -0.1468 3.5860  0.1207
H 2.2382 0.1824 -0.7133  0.0613
H 3.5277 2.2205 -4.2531  0.1237
H 0.2917 -5.1671 -5.4646  0.1225

Entry 4:
A cluster of 9 separate species, C28H72F18N5O9P2 in total at a distorted geometry, computed with ωB97M-V/def2-TZVPD.

**HOMO-LUMO gap**: 9.636 eV
**Charge**: +1

Each line ends with the Löwdin charge.
Atoms and positions in Å:
P 0.1305 0.4187 -0.1895  0.2429
P 0.6039 5.4572 0.7249  0.1749
F -0.2641 5.4992 2.1026  -0.1625
F -0.6530 5.0313 -0.1229  -0.1238
F -0.3656 1.9404 -0.2083  -0.1518
F -1.2457 0.0478 0.6862  -0.1763
F -0.6869 0.1501 -1.5960  -0.1608
F 0.6091 -1.1489 -0.2031  -0.1469
F 1.9892 5.8798 1.4290  -0.1352
F 0.1636 -6.2773 -0.2360  0.1581
F 1.4445 5.2789 -0.6786  -0.1723
F -1.8905 -5.4608 0.3761  0.1113
F -1.6052 0.4188 -9.6166  0.1270
F 1.4797 0.8478 -1.0175  -0.1542
F -0.5004 -6.2720 1.8085  0.1786
F 0.9132 0.6897 1.1664  -0.1260
F 0.4946 0.2325 -9.3636  0.1308
F 0.8924 3.8691 1.0711  -0.2000
F 0.2570 7.0160 0.5111  -0.1279
F -0.7020 0.8929 -7.6939  0.1749
O 5.4339 -3.0180 4.3643  -0.2336
O 0.1674 -1.5507 -7.1932  -0.0426
O -4.5041 -3.6567 -0.2607  -0.2043
O -0.6570 -3.6776 -0.7024  -0.0135
O 3.5037 3.0791 2.6427  -0.1652
O 1.1964 -3.8527 0.7740  -0.0750
O -4.2119 3.1718 3.2713  -0.1978
O -4.4079 0.5998 -0.6532  -0.2207
O -2.1308 -1.3139 -7.4317  0.0191
N 5.7860 -0.4712 2.7216  0.0511
N 3.0733 2.9320 -0.2633  0.2239
N -1.6104 3.0813 2.0343  0.2087
N -2.7824 -1.6656 -1.0015  0.2207
N -4.9144 3.6002 -2.8227  0.0613
C 6.6452 -2.5712 3.7719  -0.1774
C -5.3905 1.3171 -3.2986  -0.0921
C -5.1224 2.2666 -2.2262  -0.4625
C -0.6359 2.5730 4.2136  -0.0350
C -0.6772 0.0394 -8.6940  -0.5533
C 5.3270 -4.3740 4.7578  -0.0854
C 2.9510 -2.6640 1.6576  -0.0559
C 6.2305 -0.3821 4.9857  -0.0581
C -0.1560 -4.1411 0.5911  -0.3031
C 1.7030 -3.4008 2.0417  -0.2212
C -0.8667 -1.3644 -8.0574  -0.3727
C -4.0045 1.7346 -1.3322  -0.2044
C -3.7052 -2.2810 -2.0519  -0.2410
C -3.0664 3.0776 4.1315  -0.2021
C -4.6532 0.9677 0.6671  -0.0976
C 4.5800 3.1135 1.7770  -0.2366
C 3.8333 2.7875 3.9871  -0.0660
C 5.5293 2.2967 -0.2526  -0.0432
C -0.5570 -5.5811 0.6737  -0.5411
C -5.7956 -4.3449 -0.0612  -0.0515
C 4.2622 2.3383 0.5389  -0.3084
C -4.2326 -3.6398 -1.6579  -0.2072
C -2.8580 -2.4475 -3.4010  0.0096
C -1.9170 2.4502 3.3714  -0.3249
C 6.6824 -1.0123 3.7020  -0.4165
C 0.8159 -2.8289 -7.2726  -0.2258
C 2.0014 -2.9733 -6.3129  -0.0520
C -5.3302 4.0419 3.6895  -0.0138
H -0.6728 2.0973 5.2537  0.1194
H -4.9710 4.8168 4.3059  0.0728
H 6.0076 0.6536 4.7949  0.0494
H 2.8198 2.3688 -1.0842  0.1431
H -5.1593 -3.8782 -2.1693  0.1200
H 4.2524 -4.6067 4.9334  0.0984
H -1.1441 4.0058 2.2628  0.1153
H -3.0518 2.4449 5.0717  0.1507
H -6.6048 -3.7948 -0.5659  0.0938
H 3.5624 -3.3667 1.0850  0.0993
H 2.7296 -2.1903 -6.3681  0.0654
H -0.8968 -1.9561 -8.9679  0.1661
H -5.6509 4.4908 2.8042  0.0706
H 4.6840 2.0915 4.1588  0.0747
H 2.2659 2.8506 0.3849  0.1035
H 3.8026 1.3607 0.7573  0.1566
H -5.6681 -5.4109 -0.3859  0.1111
H 6.2477 -0.6118 1.8298  0.0777
H 5.7735 3.2358 -0.7587  0.1036
H -4.9569 4.3561 -2.1450  0.0784
H -6.0342 2.2144 -1.6253  0.1347
H -2.2821 1.3832 3.2389  0.1666
H -4.4095 -1.5468 -2.0168  0.0907
H 1.6275 -2.8553 -5.2484  0.0918
H 0.1008 -3.1228 -1.0122  0.1122
H -3.3360 -3.0403 -4.2004  0.1003
H -1.8317 -2.7705 -3.2010  0.0839
H 2.3255 -4.0023 -6.4898  0.0819
H -0.7625 -3.6347 1.4044  0.1773
H 2.6474 -1.8061 1.0424  0.0723
H -1.0382 2.5841 1.2982  0.1128
H -3.2009 1.4167 -2.0203  0.1338
H 5.4764 1.5421 -1.0252  0.0846
H -5.5115 1.7105 0.7449  0.1226
H -4.4945 1.1441 -3.9494  0.1033
H 4.9192 -0.9911 2.6921  0.0513
H 0.9312 -2.8828 2.6769  0.1434
H 7.6636 -0.7483 3.4559  0.1217
H 4.9393 4.1497 1.5443  0.1588
H 1.0170 -2.9638 -8.3321  0.1182
H -2.5015 3.3842 1.6038  0.1487
H -2.8766 4.0508 4.5672  0.1244
H 5.9060 -4.6012 5.6232  0.0784
H -6.2895 1.5686 -3.9487  0.1110
H 0.0586 -3.6093 -7.0662  0.1285
H 3.4883 -2.3642 2.5248  0.0426
H -6.0720 3.4545 4.1970  0.0897
H -5.5066 3.7290 -3.6220  0.0644
H 5.6095 -4.9404 3.8759  0.0842
H -5.9435 -4.2775 1.0093  0.0822
H 6.2582 1.9134 0.4667  0.0870
H 5.5391 2.6639 2.1195  0.1270
H 4.0966 3.6847 4.5197  0.0839
H 6.7691 -2.9676 2.7056  0.1384
H -2.8562 -1.4163 -3.7072  0.0662
H -2.5117 -2.2518 -0.2126  0.1425
H 1.9778 -4.2876 2.5985  0.1142
H -2.8408 -0.8185 -7.9452  0.1428
H -1.9118 -1.4117 -1.4456  0.0878
H -3.5821 2.4477 -0.5925  0.1270
H 0.2123 2.1245 3.7282  0.0648
H 3.2174 3.8839 -0.6101  0.1515
H 6.9509 -0.4269 5.7681  0.0744
H -5.7034 0.3593 -2.8609  0.0745
H -4.9867 0.1069 1.2483  0.1051
H -3.5008 -4.4280 -1.9853  0.1462
H -0.4462 3.6418 4.3849  0.0953
H -3.8143 1.4516 1.1298  0.0469
H 7.4733 -3.0089 4.3217  0.1180
H -3.1921 -0.7518 -0.7509  0.1067
H 5.4055 -0.8887 5.4298  0.0716
H 2.8587 2.4816 4.3825  0.0885